{"formula": "C21H18NO5", "method": "ωB97M-V with the def2-TZVPD basis set", "lumo_energy_ev": 2.21, "e_tot_ha": -1242.03879, "multiplicity": 1, "total_charge": -1, "homo_ev": -4.087, "elements": ["C", "C", "O", "C", "N", "C", "C", "O", "O", "H", "H", "H", "H", "H", "H", "H", "H", "C", "C", "C", "C", "C", "C", "C", "O", "C", "C", "C", "C", "C", "C", "C", "C", "C", "O", "H", "H", "H", "H", "H", "H", "H", "H", "H", "H"], "positions_angstrom": [[4.5253, 3.9006, 0.4683], [3.7350, 2.7244, -0.0289], [2.3386, 3.0015, 0.2639], [1.5306, 2.1778, -0.4673], [0.2097, 2.2693, -0.1691], [-0.5984, 2.7998, -1.1097], [-1.3868, 3.9204, -0.4786], [-0.7701, 2.4553, -2.2821], [2.0543, 1.3791, -1.2629], [5.5851, 3.6486, 0.4649], [4.3683, 4.7445, -0.2086], [4.2103, 4.2031, 1.4685], [3.8676, 2.6155, -1.1142], [4.0153, 1.7788, 0.4630], [-0.7053, 4.5697, 0.0733], [-1.9146, 4.4823, -1.2433], [-2.0978, 3.5076, 0.2417], [-0.8867, -4.4887, 3.8187], [-1.4818, -3.9985, 2.6539], [-0.8617, -2.9603, 1.9804], [0.3360, -2.3950, 2.4357], [0.9567, -2.9007, 3.5737], [0.3366, -3.9480, 4.2697], [0.7364, -1.2675, 1.5328], [1.7413, -0.5773, 1.6046], [-0.3486, -1.1957, 0.4895], [-0.2931, -0.4383, -0.6244], [-1.2535, -0.5313, -1.7082], [-2.6542, -0.5311, -1.4991], [-3.5238, -0.7588, -2.5625], [-3.0258, -0.9897, -3.8548], [-1.6409, -0.9729, -4.0698], [-0.7692, -0.7215, -3.0148], [-1.3212, -2.3142, 0.7218], [-2.2498, -2.7061, 0.0291], [-1.3700, -5.2872, 4.3802], [-2.4201, -4.3815, 2.2608], [1.8969, -2.4559, 3.8978], [0.7965, -4.3422, 5.1755], [0.6012, 0.1339, -0.8247], [-3.0439, -0.3299, -0.4978], [-4.5980, -0.7954, -2.3644], [-3.7134, -1.1656, -4.6822], [-1.2284, -1.1688, -5.0570], [0.3154, -0.6901, -3.1437]]}

=====

{"formula": "C21H18NO7PSc", "method": "ωB97M-V with the def2-TZVPD basis set", "lumo_energy_ev": -3.91, "e_tot_ha": -2494.47302, "multiplicity": 1, "total_charge": 1, "homo_ev": -11.850, "elements": ["Sc", "O", "C", "O", "C", "P", "C", "C", "C", "C", "C", "C", "C", "C", "C", "C", "C", "C", "H", "H", "H", "H", "H", "H", "H", "H", "H", "H", "H", "H", "O", "H", "H", "O", "C", "O", "C", "C", "C", "C", "C", "C", "N", "O", "O", "H", "H", "H", "H"], "positions_angstrom": [[0.0061, 0.0495, -1.0108], [-1.3773, -0.6393, 0.3968], [-2.2758, -0.5355, -0.5034], [-2.0697, 0.3091, -1.4355], [-3.3419, -1.5514, -0.5884], [-2.7353, -2.8416, -1.8716], [-2.6360, -4.3796, -0.8872], [-1.8517, -5.3993, -1.4365], [-1.7649, -6.6345, -0.8199], [-2.4778, -6.8782, 0.3478], [-3.2795, -5.8855, 0.8846], [-3.3609, -4.6413, 0.2705], [-0.9131, -2.4331, -1.9352], [0.0012, -2.7412, -0.9143], [1.3362, -2.3418, -0.9977], [1.7852, -1.6228, -2.1121], [0.8952, -1.3275, -3.1417], [-0.4389, -1.7470, -3.0556], [-4.2696, -1.1380, -0.9762], [-3.4890, -2.0185, 0.3793], [-1.3082, -5.2289, -2.3602], [-1.1508, -7.4129, -1.2527], [-2.4143, -7.8446, 0.8294], [-3.8505, -6.0727, 1.7840], [-4.0107, -3.8936, 0.7043], [-0.3450, -3.2721, -0.0369], [2.0197, -2.5670, -0.1898], [2.8156, -1.2962, -2.1653], [1.2262, -0.7669, -4.0053], [-1.1173, -1.4845, -3.8583], [0.2740, 1.7167, -2.2527], [-0.3690, 2.2886, -2.6847], [1.0527, 2.2703, -1.8331], [2.1503, 2.6950, -0.9143], [2.1745, 1.9313, 0.0536], [1.4042, 0.8717, 0.1156], [3.0728, 2.1738, 1.2043], [3.0486, 1.3420, 2.3213], [3.8945, 1.5892, 3.3907], [4.7682, 2.6647, 3.3505], [4.7720, 3.4765, 2.2300], [3.9413, 3.2590, 1.1528], [5.7042, 4.6257, 2.1854], [5.6930, 5.3094, 1.1849], [6.4097, 4.8033, 3.1537], [2.3614, 0.5084, 2.3510], [3.8735, 0.9458, 4.2590], [5.4397, 2.8845, 4.1675], [3.9698, 3.9149, 0.2955]]}

=====

{"formula": "C21H18NO7PSc", "method": "ωB97M-V with the def2-TZVPD basis set", "lumo_energy_ev": -3.71, "e_tot_ha": -2494.46457, "multiplicity": 1, "total_charge": 1, "homo_ev": -11.756, "elements": ["Sc", "O", "C", "O", "C", "P", "C", "C", "C", "C", "C", "C", "C", "C", "C", "C", "C", "C", "H", "H", "H", "H", "H", "H", "H", "H", "H", "H", "H", "H", "O", "H", "H", "O", "C", "O", "C", "C", "C", "C", "C", "C", "N", "O", "O", "H", "H", "H", "H"], "positions_angstrom": [[-0.5195, 1.1340, -0.3165], [-1.7145, 0.0761, 1.0024], [-2.6555, 0.1754, 0.1422], [-2.5774, 1.1504, -0.6759], [-3.6228, -0.9228, -0.0599], [-3.0431, -1.8275, -1.6332], [-3.3278, -3.5709, -1.1785], [-2.6836, -4.5223, -1.9754], [-2.8655, -5.8743, -1.7435], [-3.7117, -6.2955, -0.7245], [-4.3741, -5.3607, 0.0528], [-4.1832, -4.0023, -0.1704], [-1.2195, -1.7052, -1.3078], [-0.5662, -2.4072, -0.2928], [0.7569, -2.1380, 0.0230], [1.4685, -1.1756, -0.6871], [0.8573, -0.5112, -1.7480], [-0.4866, -0.7736, -2.0551], [-4.6199, -0.5353, -0.2617], [-3.6199, -1.5749, 0.8092], [-2.0385, -4.2033, -2.7874], [-2.3576, -6.6017, -2.3625], [-3.8593, -7.3520, -0.5454], [-5.0461, -5.6824, 0.8372], [-4.7255, -3.2950, 0.4432], [-1.1126, -3.1494, 0.2767], [1.2353, -2.6716, 0.8335], [2.4984, -0.9617, -0.4341], [1.4165, 0.1968, -2.3501], [-0.9665, -0.2553, -2.8791], [-0.3351, 2.5461, -1.8544], [-1.0282, 2.9729, -2.3695], [0.4417, 3.1886, -1.5977], [1.5950, 3.7641, -0.8555], [1.7265, 3.1472, 0.2029], [0.9643, 2.1126, 0.4803], [2.7466, 3.5255, 1.2006], [2.8570, 2.8460, 2.4118], [3.8169, 3.2270, 3.3350], [4.6710, 4.2824, 3.0531], [4.5407, 4.9397, 1.8423], [3.5946, 4.5879, 0.9051], [5.4516, 6.0664, 1.5393], [5.3076, 6.6216, 0.4723], [6.2826, 6.3446, 2.3749], [2.1834, 2.0283, 2.6260], [3.9006, 2.7058, 4.2782], [5.4298, 4.6036, 3.7515], [3.5174, 5.1266, -0.0274]]}

=====

{"formula": "C21H19BCrN8Se4", "method": "ωB97M-V with the def2-TZVPD basis set", "lumo_energy_ev": [1.86, 1.63], "e_tot_ha": -11924.94744, "multiplicity": 4, "total_charge": -1, "homo_ev": [-2.604, -2.588], "elements": ["Cr", "C", "C", "N", "N", "C", "B", "N", "C", "C", "C", "N", "N", "C", "C", "C", "N", "H", "H", "H", "H", "H", "H", "H", "H", "H", "H", "C", "C", "C", "C", "C", "C", "N", "N", "C", "C", "C", "C", "C", "C", "H", "H", "H", "H", "H", "H", "H", "H", "H", "Se", "Se", "Se", "Se"], "positions_angstrom": [[0.5435, -0.1009, -0.5064], [-0.4188, 0.2804, 3.6568], [-0.0897, 0.8122, 2.4085], [0.1201, -0.1715, 1.5328], [-0.0633, -1.3323, 2.1920], [-0.3905, -1.0900, 3.4646], [0.0993, -2.6843, 1.4507], [-0.9368, -2.7405, 0.3078], [-1.7678, -3.7430, -0.0180], [-2.4382, -3.3931, -1.1745], [-1.9343, -2.1262, -1.5091], [-1.0291, -1.7391, -0.6156], [1.4871, -2.7141, 0.7644], [2.4811, -3.6063, 0.8667], [3.4194, -3.3209, -0.1103], [2.8969, -2.2096, -0.7869], [1.7374, -1.8510, -0.2506], [-0.6408, 0.8234, 4.5629], [0.0039, 1.8457, 2.1113], [-0.5752, -1.9058, 4.1480], [-0.0364, -3.6099, 2.2154], [-1.8138, -4.6388, 0.5879], [-3.1810, -3.9628, -1.7098], [-2.1925, -1.4920, -2.3562], [2.4475, -4.3771, 1.6251], [4.3428, -3.8421, -0.3139], [3.2925, -1.6667, -1.6325], [-4.5252, 2.5724, -0.3244], [-4.0517, 1.2817, -0.4723], [-2.6907, 1.0424, -0.5684], [-1.7861, 2.0804, -0.5179], [-2.2584, 3.3893, -0.3934], [-3.6161, 3.6293, -0.2904], [-0.3679, 1.7504, -0.5499], [0.3559, 2.7187, -0.4446], [1.7289, 2.4326, -0.2743], [2.5901, 3.5149, -0.1130], [3.9158, 3.2767, 0.1959], [4.3577, 1.9592, 0.3208], [3.4880, 0.8933, 0.1159], [2.1437, 1.1027, -0.1895], [-5.5898, 2.7618, -0.2389], [-4.7434, 0.4481, -0.5138], [-2.3367, 0.0374, -0.6851], [-1.5510, 4.2032, -0.3821], [-3.9692, 4.6498, -0.1788], [2.1962, 4.5220, -0.2217], [4.6019, 4.0995, 0.3359], [5.3939, 1.7637, 0.5782], [3.8758, -0.1120, 0.2039], [-1.7076, 2.0398, -4.3710], [-2.0285, -0.1465, -4.8643], [0.0018, -1.3949, -4.1958], [1.2095, 0.0405, -2.8723]]}